--- w ---
Entry from the Open Molecules 2025 dataset: a single C4H9NO2 molecule (ωB97M-V with the def2-TZVPD basis set).

Last column: Löwdin charge in e.
Cartesian coordinates (Å):
C1 1.18412 -0.49222 -1.89225  -0.13
N1 1.47719 0.74012 -1.17335  -0.12
C2 1.29212 0.59721 0.25699  -0.15
C3 -0.18136 0.49625 0.62622  -0.50
O1 -1.02909 1.21693 0.14967  0.10
O2 -0.44767 -0.47324 1.51052  -0.04
C4 -1.83163 -0.60341 1.84364  -0.05
H1 1.99703 -1.20817 -1.72794  0.08
H2 1.13194 -0.28698 -2.96524  0.08
H3 0.23908 -0.97950 -1.59337  0.08
H4 0.84036 1.46714 -1.48737  0.10
H5 1.69682 1.48095 0.76600  0.13
H6 1.83777 -0.27816 0.62016  0.12
H7 -1.90131 -1.45353 2.52046  0.09
H8 -2.42361 -0.78238 0.94260  0.10
H9 -2.19505 0.30390 2.33088  0.10

The highest occupied orbital energy is -9.17 eV. The SMILES is CNCC(=O)OC. Its lowest unoccupied orbital energy is 0.034 Eh. The value obtained for the HOMO-LUMO gap is 10.095 eV.

---

--- x ---
Entry from the Open Molecules 2025 dataset: a single C4H9NO2 molecule (ωB97M-V with the def2-TZVPD basis set).

Last column: Löwdin charge in e.
Cartesian coordinates (Å):
C1 -2.06622 -0.79437 -0.31836  -0.06
C2 -0.64594 -0.29011 -0.53573  -0.45
O1 -0.75993 0.95709 -1.17636  -0.04
C3 0.14035 -0.20224 0.78052  -0.13
N1 1.58751 -0.07844 0.60750  0.03
C4 2.21342 1.02240 0.14346  -0.34
O2 1.65833 2.04153 -0.24083  0.01
H1 -2.08462 -1.80872 0.09430  0.08
H2 -2.58589 -0.80117 -1.28099  0.08
H3 -2.61406 -0.12194 0.35117  0.09
H4 -0.10930 -1.01122 -1.17791  0.14
H5 0.03191 1.48971 -0.98325  0.05
H6 -0.22972 0.64745 1.36675  0.14
H7 -0.01793 -1.10952 1.37129  0.13
H8 2.16890 -0.86184 0.86036  0.13
H9 3.31319 0.92140 0.13810  0.14

The highest occupied orbital energy is -9.92 eV. The SMILES is C[C@@H](O)CNC=O. Its lowest unoccupied orbital energy is 0.025 Eh. The value obtained for the HOMO-LUMO gap is 10.588 eV.

---

Most stable: x

---

--- w ---
Entry from the Open Molecules 2025 dataset: a single C4H9NO2 molecule (ωB97M-V with the def2-TZVPD basis set).

Last column: Löwdin charge in e.
Cartesian coordinates (Å):
C1 0.93007 -0.15492 -2.37898  -0.05
C2 0.09355 0.22160 -1.15633  -0.44
O1 0.29671 1.59307 -0.83389  -0.04
C3 0.48220 -0.68235 0.03114  -0.07
C4 -0.38230 -0.53223 1.27744  -0.54
N1 -1.23819 0.52904 1.27505  0.16
O2 -0.30865 -1.27584 2.22582  0.05
H1 1.99106 -0.24542 -2.14761  0.08
H2 0.67635 0.44746 -3.24553  0.08
H3 0.63288 -1.16563 -2.70116  0.08
H4 -0.96260 0.00045 -1.32310  0.14
H5 1.23085 1.66927 -0.67367  0.09
H6 1.51421 -0.42712 0.29998  0.13
H7 0.46570 -1.72839 -0.27312  0.13
H8 -1.10643 1.34985 0.71579  0.08
H9 -2.05254 0.47639 1.86559  0.11

The highest occupied orbital energy is -9.67 eV. The SMILES is C[C@H](O)CC(N)=O. Its lowest unoccupied orbital energy is 0.028 Eh. The value obtained for the HOMO-LUMO gap is 10.431 eV.

---

--- x ---
Entry from the Open Molecules 2025 dataset: a single C4H9NO2 molecule (ωB97M-V with the def2-TZVPD basis set).

Last column: Löwdin charge in e.
Cartesian coordinates (Å):
C1 1.77472 1.11334 0.79796  -0.05
C2 0.85998 0.55113 -0.29983  -0.36
O1 1.35130 -0.72412 -0.80963  -0.07
C3 -0.53283 0.17750 0.36460  -0.33
N1 -0.38587 -0.52822 1.60669  0.07
C4 -1.27693 -0.49286 -0.79838  -0.21
O2 -2.38707 -0.10585 -1.09542  0.05
H1 2.71271 1.58236 0.50543  0.08
H2 1.13627 1.81087 1.35478  0.08
H3 1.85581 0.27474 1.48522  0.07
H4 0.69921 1.15548 -1.19342  0.14
H5 2.21006 -0.57423 -1.21253  0.09
H6 -0.91571 1.18853 0.55376  0.15
H7 0.01711 -1.44356 1.45734  0.09
H8 -1.24932 -0.57087 2.12816  0.09
H9 -0.95888 -1.46300 -1.20361  0.13

The highest occupied orbital energy is -9.02 eV. The SMILES is C[C@@H](O)[C@H](N)C=O. Its lowest unoccupied orbital energy is 0.028 Eh. The value obtained for the HOMO-LUMO gap is 9.793 eV.

---

--- y ---
Entry from the Open Molecules 2025 dataset: a single C4H9NO2 molecule (ωB97M-V with the def2-TZVPD basis set).

Last column: Löwdin charge in e.
Cartesian coordinates (Å):
O1 -0.41802 -1.83891 1.85160  -0.06
C1 -1.07713 -0.95783 0.97338  -0.25
C2 -0.22555 0.26707 0.69829  -0.34
C3 -0.49969 1.06156 -0.58674  -0.02
C4 1.06447 0.70094 -0.94713  -0.39
O2 1.31639 0.13683 -2.17712  0.00
N1 1.09312 -0.15814 0.21150  0.03
H1 0.42592 -2.04696 1.42177  0.08
H2 -2.01299 -0.66957 1.45473  0.12
H3 -1.32064 -1.44878 0.01580  0.12
H4 -0.15838 0.87651 1.60196  0.14
H5 -0.72888 2.12439 -0.47606  0.10
H6 -1.34180 0.63179 -1.17095  0.11
H7 1.87494 1.43770 -0.86159  0.15
H8 0.65163 -0.55697 -2.23904  0.09
H9 1.87505 0.03680 0.82410  0.12

The highest occupied orbital energy is -9.64 eV. The SMILES is OC[C@@H]1C[C@H](O)N1. Its lowest unoccupied orbital energy is 0.034 Eh. The value obtained for the HOMO-LUMO gap is 10.552 eV.

---

Most stable: w

---

--- w ---
Entry from the Open Molecules 2025 dataset: a single C4H9NO2 molecule (ωB97M-V with the def2-TZVPD basis set).

Last column: Löwdin charge in e.
Cartesian coordinates (Å):
C1 -0.14911 1.29945 0.55911  -0.10
C2 0.60675 0.41348 -0.30946  -0.41
C3 0.43506 0.59717 -1.86443  -0.02
N1 0.48948 -0.98798 0.04834  0.10
C4 -0.62931 -1.47388 0.65662  -0.50
O1 -1.77832 -1.02827 0.59157  0.06
O2 -0.44833 -2.64317 1.50326  0.02
H1 -0.15192 2.29356 0.19487  0.07
H2 -1.17942 1.05699 0.53504  0.06
H3 0.15683 1.42780 1.61827  0.11
H4 1.63859 0.73093 0.08938  0.16
H5 0.76879 1.57718 -2.11220  0.06
H6 0.59897 -0.34820 -2.38076  0.08
H7 -0.62664 0.77878 -2.01188  0.07
H8 1.21896 -1.35656 0.57277  0.11
H9 -0.95039 -2.33729 2.30948  0.12

The highest occupied orbital energy is -10.19 eV. The SMILES is CC(C)NC(=O)O. Its lowest unoccupied orbital energy is 0.026 Eh. The value obtained for the HOMO-LUMO gap is 10.897 eV.

---

--- x ---
Entry from the Open Molecules 2025 dataset: a single C4H9NO2 molecule (ωB97M-V with the def2-TZVPD basis set).

Last column: Löwdin charge in e.
Cartesian coordinates (Å):
C1 -0.61614 1.41842 1.78593  -0.12
N1 -0.78514 0.28256 0.89415  0.00
C2 -0.08298 -0.74932 1.08788  -0.27
O1 0.05849 -1.74681 0.20410  -0.06
C3 0.12052 -1.45074 -1.20695  -0.14
C4 0.74312 -0.08868 -1.51381  -0.26
O2 -0.17419 0.93207 -1.81727  -0.08
H1 0.13240 2.05292 1.28861  0.08
H2 -1.55132 1.98150 1.86170  0.07
H3 -0.26799 1.22595 2.82231  0.08
H4 0.53196 -0.95933 1.97527  0.15
H5 0.78167 -2.24585 -1.55353  0.12
H6 -0.85491 -1.54425 -1.70165  0.13
H7 1.39925 0.11501 -0.65058  0.12
H8 1.38970 -0.13916 -2.38852  0.12
H9 -0.82446 0.91571 -1.08764  0.06

The highest occupied orbital energy is -9.85 eV. The SMILES is C/N=C/OCCO. Its lowest unoccupied orbital energy is 0.037 Eh. The value obtained for the HOMO-LUMO gap is 10.852 eV.

---

--- y ---
Entry from the Open Molecules 2025 dataset: a single C4H9NO2 molecule (ωB97M-V with the def2-TZVPD basis set).

Last column: Löwdin charge in e.
Cartesian coordinates (Å):
C1 -0.80459 0.04421 1.72523  0.06
C2 -0.62501 -0.22903 0.43480  -0.38
C3 -0.94577 -1.56137 -0.19046  -0.05
N1 -0.14967 0.73247 -0.50900  -0.14
O1 0.09334 1.98230 0.11734  -0.04
C4 1.09554 0.36065 -1.16041  -0.26
O2 2.14315 0.04874 -0.28341  -0.02
H1 -0.53182 1.00824 2.13840  0.06
H2 -1.20890 -0.71165 2.39094  0.06
H3 -1.57306 -2.14909 0.48239  0.08
H4 -0.03792 -2.13848 -0.39329  0.08
H5 -1.48121 -1.43106 -1.13664  0.08
H6 -0.60909 2.54119 -0.24187  0.11
H7 0.92097 -0.53976 -1.75155  0.12
H8 1.34722 1.19270 -1.82793  0.13
H9 2.36681 0.84994 0.20544  0.09

The highest occupied orbital energy is -8.66 eV. The SMILES is C=C(C)N(O)CO. Its lowest unoccupied orbital energy is 0.030 Eh. The value obtained for the HOMO-LUMO gap is 9.490 eV.

---

--- z ---
Entry from the Open Molecules 2025 dataset: a single C4H9NO2 molecule (ωB97M-V with the def2-TZVPD basis set).

Last column: Löwdin charge in e.
Cartesian coordinates (Å):
C1 -1.74793 0.33281 0.85670  0.01
C2 -1.33469 -0.96254 0.17100  -0.55
O1 -2.13496 -1.70000 -0.35384  0.06
N1 -0.01437 -1.33419 0.33729  0.04
C3 1.07057 -0.39179 0.30949  -0.18
C4 1.11067 0.47021 -0.97526  -0.27
O2 1.58408 1.73503 -0.60410  -0.06
H1 -1.34143 0.25302 1.86781  0.09
H2 -2.78084 0.57089 0.68732  0.08
H3 -1.16937 1.15325 0.40489  0.08
H4 0.14154 -2.33083 0.32789  0.14
H5 2.02186 -0.90680 0.39207  0.12
H6 0.99816 0.35506 1.10425  0.11
H7 1.67577 0.00394 -1.77956  0.12
H8 0.09212 0.49608 -1.36324  0.10
H9 1.82884 2.25587 -1.38271  0.10

The highest occupied orbital energy is -9.49 eV. The SMILES is CC(=O)NCCO. Its lowest unoccupied orbital energy is 0.027 Eh. The value obtained for the HOMO-LUMO gap is 10.228 eV.

---

Most stable: z

---

--- w ---
Entry from the Open Molecules 2025 dataset: a single C4H9NO2 molecule (ωB97M-V with the def2-TZVPD basis set).

Last column: Löwdin charge in e.
Cartesian coordinates (Å):
C1 -2.30812 0.29976 -1.19394  -0.09
C2 -1.03571 0.78541 -0.47483  -0.19
C3 -0.09064 -0.42064 -0.20199  -0.33
N1 -0.68070 -1.42558 0.69813  0.06
C4 1.20390 0.07491 0.40881  -0.51
O1 1.67808 -0.24049 1.44931  0.13
O2 1.81879 0.94194 -0.43569  0.09
H1 -2.98703 0.00490 -0.38903  0.06
H2 -2.84256 1.08775 -1.70346  0.07
H3 -2.06497 -0.62392 -1.71197  0.07
H4 -0.46226 1.51220 -1.04306  0.10
H5 -1.17160 1.12861 0.55860  0.12
H6 0.07765 -0.96750 -1.12836  0.14
H7 -1.61319 -1.29198 1.06211  0.07
H8 -0.68645 -2.31359 0.21845  0.07
H9 2.68069 1.10071 -0.02659  0.12

The highest occupied orbital energy is -9.50 eV. The SMILES is CC[C@H](N)C(=O)O. Its lowest unoccupied orbital energy is 0.030 Eh. The value obtained for the HOMO-LUMO gap is 10.329 eV.

---

--- x ---
Entry from the Open Molecules 2025 dataset: a single C4H9NO2 molecule (ωB97M-V with the def2-TZVPD basis set).

Last column: Löwdin charge in e.
Cartesian coordinates (Å):
C1 -0.27713 -1.73352 -1.80029  -0.14
N1 0.45915 -1.86456 -0.55072  -0.12
C2 -0.13511 -1.13472 0.54316  -0.15
C3 0.18090 0.35441 0.53963  -0.49
O1 1.00640 0.87949 -0.17112  0.10
O2 -0.52991 1.01010 1.46891  -0.04
C4 -0.20886 2.39529 1.61281  -0.05
H1 -1.24257 -2.24491 -1.70543  0.08
H2 0.28504 -2.23455 -2.59389  0.08
H3 -0.46458 -0.69257 -2.11173  0.08
H4 1.40128 -1.50977 -0.68818  0.10
H5 0.22220 -1.52908 1.50412  0.13
H6 -1.22259 -1.26884 0.54449  0.13
H7 -0.91639 2.78940 2.34261  0.09
H8 -0.30859 2.91422 0.65663  0.09
H9 0.81698 2.51013 1.97423  0.10

The highest occupied orbital energy is -9.09 eV. The SMILES is CNCC(=O)OC. Its lowest unoccupied orbital energy is 0.033 Eh. The value obtained for the HOMO-LUMO gap is 9.997 eV.

---

--- y ---
Entry from the Open Molecules 2025 dataset: 2 unconnected molecules or ions with the total composition C4H9NO2 (ωB97M-V with the def2-TZVPD basis set).

Last column: Löwdin charge in e.
Cartesian coordinates (Å):
C1 1.15682 -0.94960 -0.30810  -0.04
C2 -1.20222 0.81573 0.21024  -0.25
N1 -1.91982 -0.00980 -0.43469  0.17
C3 -0.34442 0.46894 1.34186  0.02
C4 1.36847 0.09909 0.81246  -0.48
O1 -1.04200 0.01235 -2.75258  -0.21
O2 1.90823 -0.26451 1.88957  0.02
H1 2.16324 -1.20232 -0.62696  0.09
H2 0.68886 -1.83617 0.14822  0.09
H3 0.55753 -0.61200 -1.16734  0.05
H4 -1.14991 1.89915 0.10402  0.14
H5 -1.63036 -0.02695 -1.53203  0.01
H6 -1.48522 -0.58216 -3.37102  0.00
H7 -0.41369 -0.56775 1.78323  0.13
H8 -0.08294 1.20336 2.07697  0.10
H9 1.71692 1.03995 0.32264  0.15

The highest occupied orbital energy is -9.23 eV. Its lowest unoccupied orbital energy is -0.151 Eh. The value obtained for the HOMO-LUMO gap is 5.126 eV.

---

Most stable: w